(1)
14
Properties=species:S:1:pos:R:3 method="wB97M-V/def2-TZVPD" lumo_ha="-0.031 / 0.013" energy_ev=-19231.602
C 1.805 -0.985 -0.656
C 1.065 -1.066 0.601
C -0.677 1.428 1.124
Si -1.990 0.728 -0.173
I -0.957 0.531 -2.515
H 1.034 -0.940 -1.536
H 2.478 -0.083 -0.722
H 2.500 -1.837 -0.920
H 0.098 -1.650 0.596
H 1.558 -0.783 1.534
H -0.167 2.333 0.765
H -1.160 1.424 2.162
H -3.163 1.470 -0.558
H -2.424 -0.569 0.298

(2)
13
Properties=species:S:1:pos:R:3 method="wB97M-V/def2-TZVPD" charge=-1 lumo_ha="0.168 / 0.170" energy_ev=-4744.219 spin_multiplicity=2
C 0.976 0.783 0.425
C 0.097 -0.340 -0.051
C -1.211 -0.574 0.757
N -0.108 0.016 -1.538
H 1.802 1.090 -0.156
H 0.424 1.669 0.647
H 1.458 0.606 1.353
H 0.600 -1.370 -0.264
H -1.370 -1.630 0.957
H -1.264 0.016 1.581
H -1.978 -0.196 0.027
H 0.088 -0.865 -2.146
H 0.485 0.794 -1.592

(3)
13
Properties=species:S:1:pos:R:3 method="wB97M-V/def2-TZVPD" lumo_ha=0.044 energy_ev=-4745.785 smiles="C=N.CC"
C -2.819 -0.649 -1.318
C -3.206 -1.994 -1.897
H -3.294 -0.413 -0.366
H -1.764 -0.478 -1.098
H -3.123 0.139 -2.012
H -3.403 -2.729 -1.117
H -2.453 -2.473 -2.538
H -4.045 -1.979 -2.594
C 4.678 1.782 2.799
N 5.282 2.902 2.759
H 4.484 1.290 3.745
H 4.233 1.454 1.855
H 5.431 3.150 1.782

The records above give, respectively, max |F| values of 2.9 4.4 1.7 eV/A.
The records above give, respectively, relative energy (zero: lowest compared OMol25 entry of this formula, charge and spin) values of 111.7 26.2 30.5 kcal/mol.
The records above give, respectively, molecular weight values of 200.1 59.1 59.1 g mol⁻¹.